Entry from OMol25: a cluster of 3 separate species, C4H17N2O2 in total (ωB97M-V with the def2-TZVPD basis set).

Each line ends with the Mulliken charge.
Cartesian coordinates (Å):
C  0.81830  0.03129  1.23033  -0.64
C  0.32593  -1.32121  1.68540  -0.79
C  -0.68733  -2.08552  0.75352  -0.48
C  -2.12197  -1.55571  0.56957  -0.60
N  -2.13191  -0.15462  0.14506  -0.45
N  1.62426  -0.06826  -0.01391  -0.25
H  -0.00422  0.73006  1.12409  0.32
H  1.39660  0.50095  2.03585  0.38
H  -0.24166  -1.04308  2.58060  0.32
H  1.15660  -1.94753  2.01796  0.42
H  -0.21120  -2.28068  -0.20792  0.33
H  -0.67204  -2.98461  1.38041  0.29
H  -2.57883  -1.62860  1.56254  0.34
H  -2.64195  -2.24560  -0.10743  0.30
H  -2.74786  0.42158  0.70023  0.22
H  -2.42970  -0.03602  -0.81605  0.19
H  2.27966  0.72768  -0.20445  0.38
H  1.11943  -0.00388  -0.90474  0.34
H  2.16660  -0.92541  -0.06776  0.35
H  2.68403  2.60445  -2.07719  0.33
H  1.37261  2.30195  -1.61894  0.39
O  2.30142  2.12510  -1.31977  -0.67
H  -0.15660  3.60692  -2.34600  0.33
H  -0.50721  2.53302  -3.48525  0.32
O  -0.11299  2.69772  -2.61614  -0.67

Calculated values
HOMO level, eV: -12.685
Net charge: +1

***

Entry from OMol25: the ion C5H10NS with charge +1 (ωB97M-V with the def2-TZVPD basis set).

Each line ends with the Mulliken charge.
Cartesian coordinates (Å):
C  -1.08034  -0.85131  -0.62563  -0.94
N  -0.08242  -0.04681  0.10349  0.31
C  1.21636  -0.23053  -0.53682  -1.00
C  -0.08399  0.20229  1.48604  -0.44
C  -0.48498  1.35827  0.39473  0.12
C  -0.02872  2.59453  -0.31701  -0.70
S  -0.68509  3.57956  -1.61102  -0.01
H  -1.25054  -0.13428  -1.44990  0.42
H  -0.84276  -1.80179  -0.92296  0.41
H  -1.98171  -1.04972  -0.04964  0.31
H  1.10406  -0.15117  -1.64918  0.36
H  1.86794  0.52748  -0.23118  0.46
H  1.66750  -1.16352  -0.33155  0.38
H  -0.89014  -0.10175  2.14310  0.28
H  0.86853  0.23942  1.97222  0.29
H  -1.54191  1.45499  0.33175  0.42
H  0.96903  2.89612  -0.07478  0.34

Calculated values
SMILES: C[N+]1(C)C[C@H]1C=S
HOMO level, eV: -13.058
Net charge: +1

***

Entry from OMol25: the molecule C2H3NO2S (ωB97M-V with the def2-TZVPD basis set).

Each line ends with the Mulliken charge.
Cartesian coordinates (Å):
O  -3.05928  0.28772  0.12996  -0.46
C  -1.67909  0.39059  -0.04744  0.15
S  -0.71975  -1.08104  -0.66239  -0.05
C  0.63593  -1.07496  0.28207  0.03
N  1.57277  -0.12329  0.49152  -0.24
O  1.31141  0.82596  -0.69575  -0.41
H  -1.01471  1.31784  0.22714  0.32
H  0.93229  -1.96458  0.95003  0.34
H  2.02044  1.42177  -0.67514  0.31

Calculated values
SMILES: O=CS/C=N\O
HOMO level, eV: -9.791

***

Entry from OMol25: a cluster of 2 separate species, C5H14N2O in total (ωB97M-V with the def2-TZVPD basis set).

Each line ends with the Mulliken charge.
Cartesian coordinates (Å):
C  -0.65540  -2.59952  -0.85119  -1.13
C  -1.37250  -1.29926  -0.65715  0.02
C  -2.06710  -0.99275  0.42726  -0.25
N  -2.65506  0.24750  0.72706  -0.53
H  -0.90370  -3.29002  -0.04365  0.30
H  -0.93913  -3.07149  -1.78902  0.35
H  0.42375  -2.45849  -0.86705  0.28
H  -1.26979  -0.54546  -1.43053  0.27
H  -2.17774  -1.73987  1.21044  0.25
H  -2.82539  0.84335  -0.07172  0.19
H  -3.50063  0.15471  1.27264  0.21
N  3.10285  1.19257  -0.56833  -0.59
C  1.74970  1.71420  -0.34660  -0.46
C  1.12254  0.96993  0.81135  -0.04
O  -0.04601  1.65275  1.25336  -0.56
H  3.54036  1.68029  -1.34048  0.22
H  3.67506  1.36402  0.25230  0.22
H  1.17826  1.50616  -1.25127  0.24
H  1.71108  2.78848  -0.15725  0.30
H  1.81982  0.89637  1.65218  0.25
H  0.87551  -0.04858  0.50602  0.08
H  -0.78647  1.03513  1.26162  0.38

Calculated values
SMILES: C/C=C/N.NCCO
HOMO level, eV: -8.490

***

Entry from OMol25: a structure of composition C28H81BN7O7Pb (ωB97M-V with the def2-TZVPD basis set).

Each line ends with the Mulliken charge.
Cartesian coordinates (Å):
Pb  0.58754  1.67651  -25.37702  1.44
B  2.06275  3.57632  -24.46608  5.18
H  2.69920  2.83528  -24.92438  -1.22
H  2.59178  4.35212  -23.93455  -0.94
H  1.57207  4.16320  -25.22703  -1.79
H  1.29735  3.13629  -23.84578  -0.26
C  3.97322  -1.42581  -26.06873  -1.42
C  2.74209  -0.61850  -25.53383  0.12
C  2.85788  -0.16320  -24.01470  -0.56
O  1.61358  0.32709  -23.60322  -0.32
C  1.78776  0.74152  -22.24634  -0.78
N  2.54599  0.46873  -26.48097  -0.03
H  4.89013  -0.83647  -26.07543  0.29
H  3.94629  -1.76143  -27.10542  0.40
H  4.11140  -2.30620  -25.44111  0.44
H  1.94376  -1.35423  -25.63122  0.32
H  3.58139  0.64335  -24.13349  0.11
H  3.27241  -0.95945  -23.39643  0.51
H  2.08093  -0.06862  -21.57863  0.42
H  0.74779  0.92317  -21.97513  0.25
H  2.37348  1.65386  -22.13385  0.25
H  3.39273  1.01805  -26.51816  -0.20
H  2.48802  0.00165  -27.37460  0.35
C  2.15282  4.50235  -27.86558  -1.30
C  0.63375  4.24628  -27.72079  2.64
C  -0.21493  5.09094  -28.72514  -1.06
O  -1.65165  4.87041  -28.53948  -0.26
C  -2.55643  5.46807  -29.50905  -0.89
N  0.35986  2.81090  -27.89915  -0.51
H  2.45297  5.37509  -27.28563  0.14
H  2.44718  4.39446  -28.90952  0.62
H  2.67130  3.64806  -27.43028  -0.03
H  0.35735  4.54455  -26.70949  -2.08
H  0.26463  4.89301  -29.68376  0.45
H  -0.00240  6.13279  -28.48538  0.43
H  -2.67786  4.76386  -30.33212  0.34
H  -2.16106  6.31719  -30.06654  0.36
H  -3.39177  5.86797  -28.93426  0.23
H  -0.64980  2.79929  -27.92245  0.35
H  0.60009  2.53451  -28.84042  0.30
C  5.31584  6.88114  -26.07391  -0.72
C  6.00094  6.33240  -24.82788  0.85
C  6.44714  7.44164  -23.85247  -1.05
O  7.49467  8.15405  -24.31991  -0.37
C  7.77933  9.27563  -23.59049  -0.77
N  5.19830  5.30507  -24.15997  -0.42
H  6.03645  7.31111  -26.76959  0.51
H  4.41856  7.45999  -25.85499  -0.11
H  4.83167  6.06680  -26.61292  0.02
H  6.88138  5.81282  -25.20596  0.12
H  6.74814  6.96774  -22.91816  0.52
H  5.64146  8.08341  -23.49596  0.43
H  6.99090  10.00940  -23.75804  0.31
H  8.76476  9.62094  -23.90322  0.26
H  7.88275  9.04931  -22.52927  0.33
H  4.44018  5.82517  -23.74181  -0.13
H  4.70400  4.75197  -24.84543  -0.05
C  -1.92474  4.05469  -22.40979  -1.65
C  -2.40838  3.47522  -23.72253  0.31
C  -3.58532  4.18009  -24.44264  -0.89
O  -3.72602  3.62276  -25.78117  -0.30
C  -4.95756  4.08933  -26.41368  -0.86
N  -1.24890  3.41728  -24.51249  0.13
H  -1.10507  3.57038  -21.87906  0.29
H  -2.74536  3.89874  -21.70953  0.60
H  -1.68044  5.11510  -22.47281  0.35
H  -2.76186  2.44866  -23.62596  0.26
H  -3.45692  5.25180  -24.59441  0.32
H  -4.50409  4.02638  -23.87667  0.52
H  -5.82488  3.73395  -25.85729  0.34
H  -5.03101  3.75536  -27.44865  0.27
H  -4.98687  5.16962  -26.55583  0.33
H  -0.51811  4.07557  -24.28289  -0.25
H  -1.64349  3.66357  -25.40901  0.21
C  -0.37162  7.17296  -24.92941  -1.27
C  0.95138  7.73664  -25.47235  0.62
C  1.33915  9.22308  -25.16499  -0.95
O  0.18807  9.99427  -25.18977  -0.33
C  0.31791  11.30297  -24.58085  -0.80
N  1.97693  6.88917  -24.83635  0.61
H  -0.48297  6.10208  -25.09948  0.05
H  -1.28921  7.68634  -25.21676  0.52
H  -0.31273  7.36649  -23.85834  0.31
H  0.83800  7.58729  -26.54610  0.03
H  2.25688  9.49918  -25.68427  0.44
H  1.66797  9.30941  -24.12937  0.36
H  0.62152  11.11372  -23.55123  0.36
H  -0.70182  11.68711  -24.55484  0.26
H  1.08076  11.94804  -25.01680  0.29
H  1.86183  5.88641  -24.87279  -1.07
H  1.93474  7.08655  -23.84672  0.05
C  6.88896  2.78567  -26.96403  -1.59
C  5.54361  2.56939  -27.58681  0.34
C  5.52905  1.36826  -28.64554  -0.57
O  6.43534  1.49095  -29.68989  -0.40
C  6.22501  2.51947  -30.59626  -0.75
N  4.63804  2.15636  -26.49714  -0.28
H  6.87472  3.50806  -26.14791  0.38
H  7.62065  3.31897  -27.57092  0.41
H  7.34378  1.87950  -26.56391  0.37
H  5.21326  3.49049  -28.06696  0.24
H  4.49732  1.20015  -28.95437  0.40
H  5.76488  0.52161  -28.00083  0.19
H  5.93834  3.45501  -30.11597  0.29
H  5.40573  2.28924  -31.27734  0.32
H  7.17480  2.80515  -31.04836  0.31
H  5.07578  1.44528  -25.92894  0.63
H  4.45081  2.82326  -25.76209  -0.75
C  2.85844  5.83907  -20.86839  -1.10
C  1.45943  6.45528  -20.50333  1.46
C  0.68798  5.58110  -19.50538  -0.98
O  -0.65735  5.95116  -19.35819  -0.33
C  -1.28064  5.30070  -18.18613  -0.83
N  1.78186  7.75646  -19.97091  -0.72
H  3.32250  5.41387  -19.97847  0.52
H  3.50826  6.57287  -21.34523  0.33
H  2.71268  5.08482  -21.64167  -0.11
H  0.97304  6.63067  -21.46289  -0.48
H  1.18694  5.62052  -18.53709  0.43
H  0.75318  4.54103  -19.82489  0.34
H  -2.31924  5.63142  -18.18907  0.29
H  -0.88241  5.52298  -17.19613  0.34
H  -1.23702  4.21270  -18.23583  0.33
H  2.46996  7.77008  -19.23171  0.26
H  0.93469  8.19018  -19.63286  0.25

Calculated values
HOMO level, eV: -10.768
Net charge: +1

***

Entry from OMol25: a cluster of 2 separate species, C4H7NO in total (ωB97M-V with the def2-TZVPD basis set).

Each line ends with the Mulliken charge.
Cartesian coordinates (Å):
N  -2.01965  -0.05331  -1.20478  -0.55
C  -1.05749  0.52052  -0.64187  0.18
O  0.09198  -0.17619  -0.37673  -0.38
C  1.06650  0.41216  0.41784  -0.05
C  0.80207  0.93039  1.60639  -0.62
C  0.85576  -1.91013  -0.88718  -0.46
H  -2.77170  0.61384  -1.36530  0.25
H  -0.97236  1.56525  -0.32505  0.35
H  2.03959  0.32455  -0.04893  0.41
H  1.60561  1.36582  2.18838  0.25
H  -0.19355  0.90560  2.04015  0.30
H  -0.01985  -2.17922  -1.51012  0.17
H  0.57310  -2.31927  0.10720  0.16

Calculated values
HOMO level, eV: -8.397

***

Values of maximum force, in order: 1.88, 5.02, 9.98, 0.49, 4.39, 0.43, all in eV/Å.
Values of relative energy (zero: lowest compared OMol25 entry of this formula, charge and spin), in order: 1.116, 4.416, 5.320, 2.046, 5.757, 6.360, all in eV.